Record 1
The following is a quantum chemistry calculation of a molecular structure, C28H24Br2N3OS2V at a distorted geometry, from OMol25.

Last column: Löwdin charge in e.
Cartesian coordinates (Å):
V (1.513, -1.848, 0.691)  0.626
C (-0.723, -1.847, 3.213)  -0.030
C (0.708, -1.838, 3.633)  -0.263
C (1.076, -1.865, 4.988)  0.030
C (2.398, -1.857, 5.375)  0.042
C (3.394, -1.829, 4.381)  -0.164
C (4.808, -1.851, 4.570)  -0.593
Br (5.506, -1.863, 6.319)  0.867
C (5.674, -1.868, 3.494)  -0.131
C (5.211, -1.885, 2.173)  -0.575
Br (6.408, -1.906, 0.723)  0.868
C (3.831, -1.875, 1.930)  -0.373
O (3.191, -1.965, 0.816)  -0.207
C (2.946, -1.815, 3.046)  -0.133
N (1.638, -1.813, 2.680)  0.025
H (-1.388, -1.861, 4.073)  0.097
H (-0.921, -2.735, 2.605)  0.075
H (-0.935, -0.956, 2.615)  0.077
H (0.295, -1.902, 5.733)  0.129
H (2.662, -1.887, 6.422)  0.107
H (6.738, -1.880, 3.672)  0.111
S (-0.546, -1.915, -0.104)  0.817
C (-0.847, -0.437, -0.901)  -0.535
N (-1.959, -0.265, -1.621)  -0.053
C (-1.967, 0.799, -2.605)  -0.072
C (-1.334, 2.056, -2.019)  -0.065
N (-0.037, 1.770, -1.427)  -0.058
C (0.930, 2.851, -1.420)  -0.105
C (0.372, 4.132, -0.839)  -0.233
C (0.128, 4.233, 0.527)  -0.038
C (-0.293, 5.436, 1.067)  -0.056
C (-0.483, 6.540, 0.249)  -0.051
C (-0.266, 6.433, -1.115)  -0.051
C (0.156, 5.232, -1.658)  -0.039
C (0.136, 0.611, -0.797)  -0.536
S (1.457, 0.398, 0.303)  0.856
C (-3.073, -1.192, -1.573)  -0.105
C (-3.053, -2.210, -2.698)  -0.215
C (-3.617, -1.903, -3.930)  -0.042
C (-3.616, -2.838, -4.952)  -0.052
C (-3.053, -4.087, -4.750)  -0.052
C (-2.508, -4.405, -3.518)  -0.055
C (-2.508, -3.472, -2.494)  -0.056
H (-2.996, 1.013, -2.895)  0.145
H (-1.420, 0.468, -3.497)  0.160
H (-1.983, 2.475, -1.240)  0.160
H (-1.214, 2.812, -2.797)  0.150
H (1.239, 3.036, -2.453)  0.151
H (1.802, 2.534, -0.846)  0.088
H (0.294, 3.379, 1.168)  0.106
H (-0.454, 5.520, 2.130)  0.113
H (-0.798, 7.480, 0.675)  0.117
H (-0.406, 7.290, -1.754)  0.117
H (0.344, 5.164, -2.719)  0.117
H (-3.989, -0.601, -1.637)  0.148
H (-3.047, -1.706, -0.611)  0.109
H (-4.090, -0.945, -4.088)  0.112
H (-4.069, -2.592, -5.900)  0.116
H (-3.060, -4.818, -5.545)  0.117
H (-2.093, -5.387, -3.346)  0.114
H (-2.113, -3.744, -1.525)  0.076

The value obtained for the lowest unoccupied orbital energy (spin up / spin down) is -8.10 / -8.11 eV. The HOMO energy (spin up / spin down) is -13.38 / -13.47 eV. The charge is +2. As for the relative energy (zero: lowest compared OMol25 entry of this formula, charge and spin): 1.660 eV. Its expectation value of S² is 2.029. The multiplicity is 3. The largest force on an atom comes out at 4.46 eV/A.

***

Record 2
The following is a quantum chemistry calculation of C2H3BrO in the gas phase at a distorted geometry, from OMol25.

Last column: Löwdin charge in e.
Cartesian coordinates (Å):
O (1.337, -0.987, -0.974)  0.064
C (0.559, -0.114, -0.733)  -0.357
C (-0.338, 0.235, 0.478)  -0.435
Br (-1.619, -1.328, 0.982)  0.508
H (0.496, 0.718, -1.467)  0.115
H (0.430, 0.327, 1.256)  0.069
H (-0.865, 1.148, 0.458)  0.036

The value obtained for the lowest unoccupied orbital energy is -0.22 eV. The HOMO energy is -10.17 eV. As for the relative energy (zero: lowest compared OMol25 entry of this formula, charge and spin): 0.953 eV. The multiplicity is 1. The largest force on an atom comes out at 3.66 eV/A.

***

Record 3
The following is a quantum chemistry calculation of C6H12O in the gas phase at a distorted geometry, from OMol25.

Last column: Löwdin charge in e.
Cartesian coordinates (Å):
C (-1.723, 0.272, -2.193)  -0.071
C (-0.382, -0.077, -1.575)  -0.277
O (-0.243, 0.660, -0.387)  -0.123
C (1.027, 0.636, 0.186)  -0.336
C (0.950, 1.211, 1.523)  -0.068
C (1.200, -0.341, 1.329)  -0.212
C (0.122, -1.398, 1.547)  -0.074
H (-1.778, 1.340, -2.429)  0.078
H (-2.541, 0.034, -1.506)  0.078
H (-1.870, -0.295, -3.116)  0.075
H (0.438, 0.181, -2.261)  0.121
H (-0.317, -1.150, -1.352)  0.116
H (1.831, 0.878, -0.510)  0.147
H (0.018, 1.504, 1.969)  0.110
H (1.844, 1.765, 1.829)  0.111
H (1.914, -0.175, 2.105)  0.106
H (0.167, -2.266, 0.863)  0.074
H (0.217, -1.814, 2.552)  0.069
H (-0.874, -0.964, 1.426)  0.075

The value obtained for the lowest unoccupied orbital energy is 1.14 eV. The HOMO energy is -8.83 eV. As for the relative energy (zero: lowest compared OMol25 entry of this formula, charge and spin): 2.854 eV. The multiplicity is 1. The largest force on an atom comes out at 2.76 eV/A.

***

Which of these has the highest relative energy (zero: lowest compared OMol25 entry of this formula, charge and spin)?
C6H12O

***

relative energy (zero: lowest compared OMol25 entry of this formula, charge and spin) of number 1 (C28H24Br2N3OS2V)?
1.660 eV

***

What is the relative energy (zero: lowest compared OMol25 entry of this formula, charge and spin) in the second record?
0.953 eV